(1)
Below is C2H6N4S as an isolated structure at a distorted geometry, with properties calculated with ωB97M-V/def2-TZVPD.

```
13
Properties=species:S:1:pos:R:3
C -1.49044 0.20283 0.02793
C 1.86271 0.41167 0.62060
H -1.54671 2.23021 -0.09219
H -0.07581 1.21870 -0.94576
H -2.79630 -0.57544 1.23471
H 1.11444 -0.17633 -1.47032
H 1.36173 1.23542 1.59888
H 3.36617 -0.44088 -0.60778
N -1.08707 1.29342 -0.78848
N -2.60892 0.29111 0.64952
N 0.96762 -0.28989 -0.33256
N 3.09947 0.40589 0.24776
S -0.39092 -1.19265 -0.12765
```

Calculated values
**Largest force on an atom**: 0.1025 hartree/bohr
**LUMO energy**: 0.23 eV
**Highest occupied orbital energy**: -9.42 eV
**Total charge**: 0

***

(2)
Below is an isolated ion of composition C22H23ClN3O4S2 and charge -1 at a distorted geometry, with properties calculated with ωB97M-V/def2-TZVPD.

```
55
Properties=species:S:1:pos:R:3
C -5.86530 2.14574 -0.90462
N -4.63190 2.75017 -0.32531
C -4.69640 4.20126 -0.11604
C -3.39497 2.06635 -0.29292
C -2.22202 2.67338 -0.80387
C -1.04206 1.92102 -0.88281
C -0.88931 0.62441 -0.28789
C 0.43255 -0.14050 -0.27423
C 1.53497 0.79008 -0.32376
C 1.57736 2.16428 0.25386
O 1.05556 2.56434 1.25459
N 2.46388 3.05714 -0.51955
C 2.18472 4.51703 -0.61442
C 3.76106 2.63175 -0.49184
S 5.08353 3.62014 -0.76545
N 3.88668 1.26192 -0.27418
C 5.19975 0.69592 -0.41161
C 2.85696 0.39303 -0.69807
O 3.05957 -0.69516 -1.35360
C 0.97618 -1.51161 0.51214
Cl 1.83457 -0.84778 1.96199
S -0.18522 -2.80541 0.94041
O -0.49962 -2.43620 2.29077
O -1.20160 -2.72342 -0.08367
C 0.52416 -4.44304 0.94534
C 0.23031 -5.28597 -0.13940
C 0.63285 -6.62046 -0.13262
C 1.29897 -7.16195 0.96700
C 1.52421 -6.33649 2.08792
C 1.11788 -4.99524 2.08831
C -2.08034 0.06011 0.22960
C -3.32358 0.67431 0.06980
H -5.75420 1.02657 -0.92490
H -6.75532 2.40523 -0.27128
H -6.08161 2.52397 -1.96333
H -3.93078 4.46978 0.62591
H -4.50665 4.79083 -1.04124
H -5.68816 4.46911 0.30082
H -2.34136 3.73026 -1.16029
H -0.28185 2.57773 -1.34909
H 0.48737 -0.88504 -1.04625
H 1.10283 4.59820 -0.74515
H 2.54884 5.01859 0.28294
H 2.74986 4.89371 -1.47719
H 5.85034 1.31067 0.19464
H 5.21686 -0.34310 -0.06852
H 5.50234 0.74863 -1.46023
H 1.79926 -2.09979 0.05696
H -0.36394 -4.90847 -0.96531
H 0.50263 -7.22284 -1.04549
H 1.71757 -8.19038 0.91702
H 2.11883 -6.75610 2.90606
H 1.24071 -4.41534 3.00538
H -2.05558 -0.79394 0.91620
H -4.28144 0.24257 0.40650
```

Calculated values
**SMILES**: CN(C)c1ccc([C@@H](c2c([O-])n(C)c(=S)n(C)c2=O)[C@@H](Cl)S(=O)(=O)c2ccccc2)cc1
**Largest force on an atom**: 0.0773 hartree/bohr
**LUMO energy**: 2.31 eV
**Highest occupied orbital energy**: -3.87 eV
**Total charge**: -1

***

Q: Look up the LUMO energy of the second one.
A: 2.31 eV